{
  "formula": "C20H28NO6",
  "method": "wB97M-V/def2-TZVPD",
  "species": ["C", "C", "N", "C", "C", "C", "C", "C", "C", "C", "C", "C", "C", "H", "H", "H", "H", "H", "H", "H", "H", "H", "H", "H", "H", "H", "H", "H", "H", "C", "C", "C", "O", "C", "O", "O", "H", "H", "H", "H", "H", "H", "C", "C", "C", "O", "C", "O", "O", "H", "H", "H", "H", "H", "H"],
  "xyz": [[2.32805, 3.64065, 0.34533], [1.35651, 3.08422, -0.08320], [0.20043, 2.39910, -0.41029], [-0.51030, 2.83611, -1.49347], [-1.64730, 2.19392, -1.91251], [-2.10821, 1.07148, -1.20092], [-1.37427, 0.63641, -0.08771], [-0.21673, 1.30768, 0.29973], [0.63429, 0.84806, 1.46763], [-0.18848, 0.10697, 2.56791], [1.77222, -0.13979, 0.98534], [1.94577, -0.24849, -0.54999], [3.04515, -1.31938, -0.90607], [3.32199, 4.01325, 0.51369], [-0.14882, 3.71621, -2.02206], [-2.18038, 2.55634, -2.78978], [-2.99351, 0.49925, -1.48767], [-1.73722, -0.23464, 0.44493], [1.06084, 1.71887, 1.98133], [0.55841, -0.38602, 3.20744], [-0.81815, -0.69358, 2.17109], [-0.72625, 0.81482, 3.20933], [1.64456, -1.13434, 1.42960], [2.71505, 0.27444, 1.37335], [1.03632, -0.57660, -1.07040], [2.29704, 0.72654, -0.91575], [2.56974, -2.18622, -1.38517], [3.57015, -1.70212, -0.02531], [3.70997, -0.86547, -1.64889], [4.24167, -2.63750, 6.70088], [3.39658, -2.31080, 5.49510], [2.15280, -3.14875, 5.34934], [1.93205, -3.10538, 3.93187], [3.14486, -2.92641, 3.34523], [3.34707, -3.02715, 2.17737], [4.08532, -2.61783, 4.27058], [5.15951, -2.04947, 6.69333], [3.69854, -2.42359, 7.62154], [4.53500, -3.68825, 6.69877], [3.15671, -1.24266, 5.48112], [1.29817, -2.74281, 5.88640], [2.30264, -4.19018, 5.64250], [-3.60817, 1.91375, -6.36194], [-4.33896, 0.77050, -5.70268], [-5.84022, 0.82192, -5.83050], [-6.26205, 0.08868, -4.67037], [-5.29737, 0.22960, -3.73635], [-5.39539, -0.09105, -2.59454], [-4.18377, 0.79722, -4.27120], [-2.53829, 1.85105, -6.15795], [-3.75672, 1.89481, -7.44118], [-3.95372, 2.87414, -5.97471], [-3.94434, -0.18469, -6.06030], [-6.20795, 0.35119, -6.73915], [-6.24083, 1.83603, -5.76067]],
  "mulliken_charge": [-0.160, -0.450, 0.259, 0.021, -0.779, -0.357, -0.780, 0.728, 0.581, -1.742, -0.678, -0.172, -1.127, 0.441, 0.412, 0.481, 0.493, 0.293, 0.464, 0.389, 0.373, 0.410, 0.302, 0.264, 0.189, 0.191, 0.297, 0.279, 0.342, -1.507, 0.577, -0.499, -0.321, 0.656, -0.544, -0.342, 0.368, 0.382, 0.360, 0.238, 0.307, 0.349, -1.459, 0.484, -0.520, -0.340, 0.625, -0.522, -0.248, 0.343, 0.398, 0.361, 0.250, 0.326, 0.312],
  "homo_ev": -13.11,
  "total_energy_ev": -34961.3958,
  "homo_lumo_gap_ev": 8.867,
  "spin_multiplicity": 1,
  "largest_force_ev_per_a": 1.40,
  "total_charge": 1
}



{
  "formula": "C20H29N10O3SSn",
  "method": "wB97M-V/def2-TZVPD",
  "species": ["Sn", "N", "C", "C", "C", "C", "C", "C", "S", "O", "O", "N", "C", "N", "C", "C", "C", "N", "H", "H", "H", "H", "H", "H", "H", "H", "H", "N", "N", "N", "C", "N", "N", "H", "H", "H", "C", "C", "C", "C", "C", "N", "H", "H", "H", "H", "H", "H", "H", "H", "H", "C", "C", "C", "O", "C", "H", "H", "H", "H", "H", "H", "H", "H"],
  "xyz": [[-0.36506, 0.39061, -0.52950], [3.41553, -0.50015, 7.01806], [3.42089, -0.54599, 5.69322], [4.65768, -0.57737, 4.98294], [4.67422, -0.59877, 3.62804], [3.44027, -0.60541, 2.92201], [2.19741, -0.59864, 3.60711], [2.19266, -0.56233, 4.96392], [3.52159, -0.67466, 1.27761], [4.70246, -0.15283, 0.69269], [2.94692, 2.27597, 0.63918], [2.09873, -0.57660, 0.51413], [2.10289, -1.91945, 0.18146], [1.19501, -2.61106, -0.46076], [1.52682, -3.90024, -0.64730], [2.71343, -4.48798, -0.19755], [3.61171, -3.70232, 0.48386], [3.26442, -2.41745, 0.64741], [4.27471, -0.49030, 7.54521], [2.55582, -0.46832, 7.54222], [5.59005, -0.57952, 5.53375], [5.61675, -0.60169, 3.09361], [1.26916, -0.61069, 3.05522], [1.25477, -0.54279, 5.50513], [0.80396, -4.49770, -1.18944], [2.92602, -5.53016, -0.38363], [4.56093, -4.04701, 0.87289], [0.48294, 5.80901, -0.96181], [0.86852, 4.54624, -0.63624], [2.06628, 4.30782, -0.12487], [1.98101, 3.00934, 0.10844], [0.79389, 2.50150, -0.24400], [0.08266, 3.54150, -0.73075], [1.28550, 6.42109, -1.01314], [-0.13997, 5.81751, -1.75664], [3.76208, 2.79773, 0.69314], [-4.56047, 3.51863, 1.63293], [-4.35570, 3.17211, 0.15091], [-4.13397, 4.44509, -0.68868], [-5.54504, 2.35919, -0.39726], [-3.14888, 2.33815, 0.02182], [-2.20956, 1.68612, -0.08943], [-5.43862, 4.15942, 1.70547], [-3.70683, 4.06006, 2.04159], [-4.73860, 2.62558, 2.23271], [-5.04640, 5.03867, -0.64862], [-3.92580, 4.20734, -1.73226], [-3.31688, 5.04351, -0.28355], [-6.43586, 2.98367, -0.34196], [-5.71888, 1.46344, 0.20043], [-5.39218, 2.07512, -1.43899], [-3.53074, -2.89644, 0.62874], [-4.28690, -2.12293, -0.45333], [-3.15979, -1.48630, -1.23935], [-2.12003, -1.21700, -0.24251], [-2.42094, -1.92952, 0.99517], [-3.11881, -3.81933, 0.21878], [-4.14939, -3.14774, 1.48792], [-4.92293, -1.35956, -0.00283], [-4.90605, -2.76012, -1.08123], [-3.42756, -0.54531, -1.71807], [-2.74748, -2.16683, -1.98333], [-2.75317, -1.20421, 1.74059], [-1.50694, -2.41396, 1.33858]],
  "mulliken_charge": [1.414, -0.393, 1.080, -0.719, -0.718, 0.628, -0.417, -0.837, 0.733, -0.621, -0.290, -0.180, 0.266, -0.376, -0.111, -0.778, 0.110, -0.168, 0.232, 0.226, 0.355, 0.485, 0.515, 0.340, 0.467, 0.445, 0.509, -0.546, 1.228, -0.910, 0.123, 0.163, -0.520, 0.318, 0.290, 0.307, -1.579, 1.945, -1.561, -1.518, -0.404, -0.239, 0.413, 0.407, 0.394, 0.438, 0.378, 0.378, 0.433, 0.337, 0.385, -0.655, -0.488, -0.393, -0.265, -0.378, 0.294, 0.396, 0.133, 0.407, 0.298, 0.261, 0.291, 0.239],
  "homo_ev": -16.49,
  "total_energy_ev": -58891.9238,
  "homo_lumo_gap_ev": 6.948,
  "spin_multiplicity": 1,
  "largest_force_ev_per_a": 0.65,
  "total_charge": 3
}



{
  "formula": "C20H29N2O4P2Ru",
  "method": "wB97M-V/def2-TZVPD",
  "species": ["Ru", "C", "C", "O", "C", "C", "C", "C", "C", "C", "O", "H", "H", "H", "H", "H", "H", "H", "C", "O", "C", "O", "N", "N", "H", "H", "H", "H", "H", "H", "C", "P", "C", "C", "C", "C", "C", "C", "C", "P", "C", "C", "H", "H", "H", "H", "H", "H", "H", "H", "H", "H", "H", "H", "H", "H", "H", "H"],
  "xyz": [[0.04804, -0.32807, -0.35749], [3.00069, 1.43840, 2.98910], [2.52601, 0.36774, 2.06964], [1.67898, 0.64380, 1.21062], [2.91328, -1.02655, 2.21355], [3.88395, -1.46702, 3.06219], [4.27385, -2.79845, 3.24897], [3.75317, -3.81125, 2.41536], [2.70697, -3.48727, 1.60884], [2.27620, -2.11125, 1.46807], [1.44670, -1.93283, 0.50629], [2.80891, 2.41008, 2.49196], [4.08889, 1.30031, 3.07105], [2.42158, 1.41696, 3.89578], [4.40967, -0.65409, 3.54004], [5.04883, -2.96238, 3.91876], [4.28841, -4.84626, 2.20844], [2.27594, -4.14522, 0.86734], [-2.34988, -4.53824, 0.35972], [-1.22840, -4.40320, -0.51804], [-0.82684, -3.18721, -0.79072], [-1.23337, -2.18348, -0.26944], [-0.01971, -3.22774, -1.92011], [0.26323, -1.94474, -2.35985], [-2.65670, -3.57365, 0.73602], [-1.94819, -5.24850, 1.07347], [-3.12946, -5.02093, -0.19309], [-0.27872, -3.93712, -2.57603], [-0.37053, -1.61491, -3.13899], [1.22282, -1.92209, -2.71809], [1.30525, 3.02685, -0.59668], [0.36351, 1.82591, -1.62021], [1.02378, 1.91974, -3.27242], [-1.25550, 2.49831, -1.84558], [-1.63754, 3.45014, -2.83526], [-2.91516, 3.87544, -3.01458], [-3.88643, 3.48270, -2.11382], [-3.60094, 2.58686, -1.10589], [-2.31961, 2.04386, -0.98501], [-1.94938, 0.87555, 0.35600], [-3.41969, -0.07622, 0.71573], [-1.72112, 1.96402, 1.76897], [1.31738, 4.01374, -1.06343], [2.28020, 2.59844, -0.69573], [0.89361, 2.97711, 0.43105], [1.43217, 2.91847, -3.51769], [0.20970, 1.84331, -3.92718], [1.81143, 1.10531, -3.45506], [-0.83413, 3.79889, -3.52093], [-3.21240, 4.55197, -3.86144], [-4.93947, 3.85756, -2.24318], [-4.39006, 2.24257, -0.45757], [-4.37032, 0.41398, 0.74018], [-3.25393, -0.57886, 1.67094], [-3.48683, -0.98603, 0.11491], [-2.44337, 2.76410, 1.96789], [-0.76127, 2.50686, 1.61654], [-1.53417, 1.29454, 2.63608]],
  "mulliken_charge": [0.418, -1.283, 0.201, 0.041, 0.252, -0.408, -0.840, -0.363, -0.536, 0.486, -0.202, 0.288, 0.533, 0.299, 0.313, 0.490, 0.298, 0.453, -0.637, -0.404, 0.688, -0.444, -0.308, -0.374, 0.280, 0.266, 0.284, 0.293, 0.299, 0.270, -1.098, 1.260, -1.632, -0.251, -0.203, -0.879, -0.558, -0.627, 0.510, 1.131, -1.276, -0.995, 0.562, 0.399, 0.025, 0.438, 0.576, 0.297, 0.392, 0.362, 0.346, 0.333, 0.525, 0.419, 0.341, 0.415, 0.160, 0.376],
  "homo_ev": [-12.65, -14.52],
  "total_energy_ev": -53523.6584,
  "homo_lumo_gap_ev": [6.817, 6.048],
  "spin_multiplicity": 6,
  "largest_force_ev_per_a": 3.33,
  "total_charge": 2
}